# 1
C4H3N2O3 as an isolated structure, computed with the ωB97M-V functional and the def2-TZVPD basis.

## Properties
Gap between HOMO and LUMO, eV: 8.64
Multiplicity: 1
Max |F|, eV/A: 4.00
Calculated total energy, Eh: -488.92402
M, g mol⁻¹: 127.079
ΔE to the lowest compared entry with this formula, charge and spin, kcal per mole: 114.6
LUMO, eV: -6.089
Charge: +1
HOMO, eV: -14.724

Geometry as XYZ:
```
12
Properties=species:S:1:pos:R:3:forces:R:3
O -2.2991 1.8033 1.4356 -0.55 1.02 0.92
O -0.0809 1.9571 0.9971 2.12 3.09 1.40
O -0.4556 0.9673 -2.1923 0.50 0.49 -1.76
N -1.2481 1.5069 1.0680 -1.35 -2.52 -1.40
N 0.0438 -0.5542 0.8728 -1.47 1.81 0.83
C 0.9301 -0.8713 -1.2489 2.00 -0.61 -2.29
C 0.7695 -1.2887 0.0035 1.44 -2.93 1.87
C -0.4895 0.6052 0.3659 1.16 -2.85 -1.88
C 0.1414 0.2575 -1.5288 -1.57 0.63 0.98
H 1.6667 -1.3235 -2.0337 -1.82 0.86 1.58
H 1.2300 -2.2568 0.4623 -0.82 1.94 -1.14
H -0.2083 -0.8027 1.7985 0.35 -0.93 0.89
```
Forces are in eV/Å.

# 2
The molecule C5H8OS, computed with the ωB97M-V functional and the def2-TZVPD basis.

## Properties
Gap between HOMO and LUMO, eV: 9.58
Multiplicity: 1
Max |F|, eV/A: 2.85
Calculated total energy, Eh: -668.64021
SMILES: C1OC[C@@H]2C[C@H]2S1
M, g mol⁻¹: 116.185
ΔE to the lowest compared entry with this formula, charge and spin, kcal per mole: 61.7
LUMO, eV: 0.999
HOMO, eV: -8.582

Geometry as XYZ:
```
15
Properties=species:S:1:pos:R:3:forces:R:3
S -0.7791 1.8777 0.5021 0.77 -0.34 -0.97
O 1.0282 -0.0929 1.3965 -1.17 -0.15 -0.66
C -0.5478 0.0069 -1.8969 1.40 -0.78 -2.36
C -0.0326 0.8587 -0.8218 -2.07 1.04 1.33
C 0.7767 -1.1056 0.3459 1.32 1.21 -0.73
C -0.0988 0.6856 1.7579 0.62 0.28 1.56
C -0.3459 -0.5837 -0.5333 0.23 -1.09 1.04
H 0.6499 -2.0638 0.8460 -0.20 -0.09 -0.22
H 0.9922 1.0793 -0.9833 0.81 0.06 0.25
H 0.1676 -0.1070 -2.7832 -0.94 -0.04 1.49
H -0.9614 0.0771 2.0829 0.48 0.01 -0.02
H 0.3144 1.2810 2.6179 -0.85 -0.41 -0.77
H 1.7434 -1.0305 -0.2026 -0.62 -0.71 0.22
H -1.3445 -0.8321 -0.1065 0.79 0.73 -0.16
H -1.5623 -0.0509 -2.2219 -0.57 0.28 0.00
```
Forces are in eV/Å.

# 3
A 2-piece molecular cluster, C4H14NOS overall, computed with the ωB97M-V functional and the def2-TZVPD basis.

## Properties
Gap between HOMO and LUMO, eV: 9.59
Multiplicity: 1
Max |F|, eV/A: 1.39
Calculated total energy, Eh: -688.75737
M, g mol⁻¹: 124.229
ΔE to the lowest compared entry with this formula, charge and spin, kcal per mole: 3.3
LUMO, eV: -2.993
Charge: +1
HOMO, eV: -12.579

Geometry as XYZ:
```
21
Properties=species:S:1:pos:R:3:forces:R:3
S -0.6354 -1.6095 -0.2485 0.20 -0.13 0.04
O -1.4586 3.1392 1.0360 -0.07 0.07 0.25
N 0.4066 0.9877 1.3619 0.36 -0.59 0.74
C 1.1267 -1.4053 -0.6700 0.30 0.24 0.43
C 1.7610 0.5952 0.8447 0.12 0.87 -1.07
C -1.3594 -1.4006 -1.8953 0.13 -0.57 0.16
C 1.6427 0.0358 -0.5704 -0.49 -0.30 -0.15
H -0.8365 -2.0880 -2.5497 0.29 0.10 -0.23
H 0.0941 1.9087 1.0665 -0.33 0.36 -0.43
H -2.3614 2.8589 1.2530 0.26 0.17 -0.11
H 2.2658 -0.0758 1.5207 -0.08 -0.18 0.34
H 0.3664 1.0231 2.3826 0.06 -0.19 -0.07
H -1.4053 4.0700 1.3015 -0.08 -0.26 -0.13
H 2.6103 0.1058 -1.0701 0.07 0.00 0.19
H -1.2844 -0.3784 -2.2413 -0.22 0.07 -0.15
H 2.3054 1.5293 0.7608 0.35 0.00 0.33
H 0.9632 0.6796 -1.1428 0.14 0.05 0.00
H 1.2965 -1.7710 -1.6661 -0.18 -0.12 -0.58
H 1.7272 -2.0763 -0.0523 -0.19 0.07 0.28
H -2.3722 -1.8002 -1.8810 -0.14 0.48 0.22
H -0.2560 0.2794 1.0189 -0.49 -0.14 -0.05
```
Forces are in eV/Å.

# 4
A 2-piece molecular cluster, C4H11NO2S overall, computed with the ωB97M-V functional and the def2-TZVPD basis.

## Properties
Gap between HOMO and LUMO, eV: 9.58
Multiplicity: 1
Max |F|, eV/A: 1.02
Calculated total energy, Eh: -762.44291
SMILES: CC(=O)NCCS.O
M, g mol⁻¹: 137.204
ΔE to the lowest compared entry with this formula, charge and spin, kcal per mole: 4.0
LUMO, eV: 0.612
HOMO, eV: -8.965

Geometry as XYZ:
```
19
Properties=species:S:1:pos:R:3:forces:R:3
S -0.0885 -0.2210 2.3347 -0.11 -0.63 0.60
O 1.1532 -0.5919 -0.4731 0.43 0.19 -0.06
O 3.2005 1.3233 -0.0221 -0.03 0.02 0.04
N -0.9482 0.1227 -0.8062 -0.47 0.17 0.35
C 0.0169 -0.8297 -0.8318 -0.05 -0.27 -0.13
C -0.8681 1.2700 0.0809 0.25 -0.20 -0.51
C -1.1505 0.9654 1.5293 -1.00 -0.18 0.01
C -0.3273 -2.2075 -1.3244 0.20 -0.20 -0.49
H 0.1440 1.6378 0.0684 0.35 0.42 -0.40
H 3.3051 0.3659 0.0047 0.07 0.00 0.02
H -1.8920 -0.0986 -1.0569 -0.09 -0.54 -0.17
H -1.3482 -2.4012 -1.6218 -0.38 0.25 0.07
H 2.3057 1.3898 -0.3728 0.04 -0.01 -0.04
H -1.5553 2.0252 -0.3253 0.26 -0.04 0.33
H -1.1353 1.9078 2.0460 -0.08 0.42 0.43
H -2.1431 0.5083 1.6589 0.09 0.34 -0.07
H 1.0758 0.1789 1.8525 0.41 0.25 -0.19
H 0.3023 -2.4274 -2.1865 0.08 0.04 0.01
H -0.0469 -2.9178 -0.5546 0.02 -0.02 0.20
```
Forces are in eV/Å.

# 5
A 5-piece molecular cluster, C30H69N4O2 overall, computed with the ωB97M-V functional and the def2-TZVPD basis.

## Properties
Gap between HOMO and LUMO, eV: 8.92
Multiplicity: 1
Max |F|, eV/A: 6.32
Calculated total energy, Eh: -1553.63735
M, g mol⁻¹: 517.908
LUMO, eV: -3.393
Charge: +1
HOMO, eV: -12.312

Geometry as XYZ:
```
105
Properties=species:S:1:pos:R:3:forces:R:3
O -3.0241 1.4398 1.1194 -2.12 -2.16 -2.02
O 0.0167 -0.1922 -0.3747 -0.99 -0.61 0.16
N -5.4844 -0.8687 -0.1440 1.37 -1.31 2.90
N -5.4547 -2.6820 1.3598 -0.01 -0.32 -0.38
N -3.9890 -0.6798 1.7145 -3.21 1.06 -5.34
N -4.8375 0.3171 -0.2790 2.76 1.38 2.11
C 1.3457 3.7469 -0.7317 0.09 -0.16 0.06
C 3.5617 4.6033 -1.7487 0.02 0.04 0.12
C -2.2540 -2.7806 -2.7078 0.07 0.23 -0.10
C 1.3769 -1.8262 0.9123 -1.09 0.27 -0.26
C -3.4418 -3.3467 -1.9537 0.00 -0.22 0.21
C -1.5562 6.2904 1.3331 0.19 0.04 0.04
C -2.8847 5.7579 5.9295 0.11 0.09 0.06
C 4.4741 3.6898 -0.9397 0.08 -0.04 -0.14
C -2.5642 -2.4125 -4.1590 0.11 0.03 -0.06
C 0.4986 -1.5483 -0.4060 1.43 -0.96 0.86
C -3.7517 5.8475 3.5332 -0.01 0.14 -0.11
C -4.9642 -1.4767 1.0437 0.43 2.02 -0.62
C -1.7866 1.2899 0.3537 2.32 0.09 -0.79
C 4.6707 -5.3453 2.4564 0.09 -0.11 0.07
C -2.9846 -3.5800 -5.0548 -0.12 -0.11 0.07
C -0.6435 -4.3169 -5.7470 0.08 -0.11 0.07
C -3.9330 0.4397 0.7990 0.16 -1.87 2.26
C 3.4164 -5.3500 0.2371 0.04 -0.10 -0.17
C 7.7973 -5.4477 2.2241 0.08 -0.04 -0.14
C -1.9795 -4.7295 -5.1433 -0.03 0.05 -0.12
C 2.2540 4.9412 -1.0319 -0.07 0.12 -0.09
C -2.8244 4.7787 2.9501 0.06 -0.10 0.13
C -0.9164 0.0051 0.7130 0.44 0.26 0.22
C 0.1066 3.7099 -2.9605 0.06 -0.10 -0.13
C 4.2318 -6.1580 1.2375 -0.09 0.03 0.13
C 6.8926 -4.5163 1.4270 0.02 0.06 0.11
C -1.4615 5.2825 2.4718 -0.12 -0.03 -0.10
C 5.5952 -4.1631 2.1555 -0.06 0.08 -0.10
C 0.9277 2.9203 -1.9490 -0.16 0.07 0.10
C -3.1825 6.6303 4.7172 -0.12 -0.05 0.03
H 1.8778 -0.8416 1.1782 -0.33 -1.37 -0.32
H -2.6643 3.9907 3.6938 -0.03 0.02 -0.01
H 4.0112 2.7181 -0.7533 0.03 0.02 0.03
H 5.8436 -3.6697 3.1016 0.00 -0.02 -0.04
H 2.5215 -4.9349 0.7093 0.03 -0.01 0.00
H -5.4542 -3.0990 2.2900 0.40 0.46 -0.47
H 2.1188 -2.6688 0.7686 -0.88 1.10 0.18
H -1.8160 -5.1735 -4.1562 -0.04 0.01 -0.01
H 5.0992 -6.5969 0.7359 -0.01 0.03 0.04
H -0.3063 0.2336 1.6363 -0.92 -0.35 -0.71
H -3.3639 -1.6622 -4.1712 0.01 0.00 0.01
H -1.4216 -3.4889 -2.6641 -0.02 0.03 -0.02
H -3.9113 7.3930 5.0094 0.06 -0.01 -0.07
H -3.9438 -3.9802 -4.7077 0.01 0.04 -0.02
H -0.1985 3.0626 -3.7867 -0.02 0.09 0.00
H 5.0531 -3.4178 1.5632 -0.01 -0.01 0.03
H -2.1181 5.0105 5.7113 -0.04 0.00 0.04
H -3.1619 -3.5510 -0.9153 -0.08 -0.04 0.00
H 5.4062 3.5129 -1.4818 -0.03 -0.03 0.10
H -6.2020 -1.2467 -0.7628 0.40 0.55 0.16
H -0.8756 4.4230 2.1266 0.03 0.01 0.08
H 8.7227 -5.6353 1.6740 -0.03 -0.03 0.10
H 0.6766 4.5389 -3.3851 -0.08 -0.01 0.02
H 5.1594 -6.0190 3.1678 -0.02 0.06 -0.02
H -0.9012 5.7199 3.3032 -0.04 -0.05 0.00
H 1.7053 5.6746 -1.6319 -0.01 -0.03 0.04
H 3.0957 -5.9873 -0.5908 -0.03 0.10 0.01
H -0.1371 -3.5671 -5.1344 0.01 -0.01 -0.06
H 3.3587 4.1492 -2.7235 -0.03 0.03 0.02
H 0.4435 4.1161 -0.2274 0.00 0.03 -0.02
H -2.2780 7.1701 4.4210 -0.04 -0.02 -0.03
H -1.9198 -1.8795 -2.1818 0.11 -0.01 -0.09
H 1.8052 2.4915 -2.4418 -0.01 0.01 0.06
H -0.7794 -3.9071 -6.7510 0.03 0.02 0.06
H -0.7982 4.1148 -2.4977 0.04 0.06 -0.02
H 7.3217 -6.4132 2.4085 0.04 0.03 0.03
H 4.0962 5.5365 -1.9517 -0.07 -0.04 -0.04
H -3.1699 -3.1936 -6.0628 0.02 -0.02 0.06
H -2.5200 6.3720 6.7560 -0.02 -0.10 -0.01
H 0.0191 -5.1818 -5.8235 0.01 0.10 -0.03
H -1.9347 1.2982 -0.7723 -0.23 0.01 1.33
H -1.1423 2.1931 0.6167 -1.19 -1.05 -0.33
H 3.6217 -6.9986 1.5839 0.08 0.01 -0.01
H -2.0758 5.8590 0.4730 -0.03 0.05 0.01
H -1.5059 -0.9451 0.8806 0.32 1.09 -0.16
H -4.6849 5.3643 3.8442 0.04 0.02 0.01
H -5.7958 -3.2597 0.5827 0.13 0.36 0.81
H 4.7255 4.1436 0.0223 -0.03 -0.05 -0.01
H 0.3284 2.0724 -1.6012 0.15 -0.04 -0.03
H 1.8399 3.0841 -0.0125 0.00 0.04 -0.02
H -4.0309 6.5570 2.7469 0.01 -0.06 0.01
H -0.3490 -2.3003 -0.4874 0.78 0.93 0.13
H 7.4396 -3.5898 1.2252 -0.07 -0.04 -0.04
H -3.3382 4.2969 2.1094 0.02 0.01 -0.01
H -0.5555 6.5862 1.0077 -0.09 0.03 -0.05
H 1.1880 -1.7212 -1.2860 -1.04 0.75 0.72
H -2.4122 -5.5192 -5.7654 -0.02 0.03 0.10
H -1.6868 -1.9203 -4.5897 -0.05 -0.02 0.02
H 3.7789 -4.9660 2.9687 0.02 -0.02 -0.02
H -3.7952 -4.2820 -2.3923 -0.05 0.06 0.03
H 8.0625 -5.0031 3.1866 -0.03 -0.06 -0.01
H -4.2682 -2.6287 -1.9484 -0.07 -0.03 -0.08
H 2.4878 5.4435 -0.0867 0.01 -0.02 -0.04
H 3.9972 -4.5267 -0.1862 -0.04 -0.01 0.02
H -3.7857 5.2392 6.2675 0.05 -0.02 -0.02
H 6.6757 -4.9618 0.4512 -0.03 0.03 0.02
H -4.9885 0.9956 -1.0285 0.01 -0.51 0.31
H 0.6476 -2.0886 1.7429 1.13 0.21 -0.76
H -2.0849 7.1956 1.6378 0.00 -0.04 -0.05
```
Forces are in eV/Å.

# 6
A 2-piece molecular cluster, CH7I2N5 overall, computed with the ωB97M-V functional and the def2-TZVPD basis.

## Properties
Gap between HOMO and LUMO, eV: 5.33
Multiplicity: 1
Max |F|, eV/A: 4.62
Calculated total energy, Eh: -910.66851
M, g mol⁻¹: 342.910
ΔE to the lowest compared entry with this formula, charge and spin, kcal per mole: 0.0
LUMO, eV: -10.266
Charge: +2
HOMO, eV: -15.592

Geometry as XYZ:
```
15
Properties=species:S:1:pos:R:3:forces:R:3
I -0.1887 0.3838 -3.1487 0.16 0.06 0.31
I -0.5375 0.3957 -5.7724 -0.05 -0.04 -0.05
N 0.6168 -0.6090 2.2990 -1.01 -0.09 -1.56
N -1.3275 1.1757 0.6027 3.86 -2.39 -0.86
N 1.4355 -0.8097 0.1077 1.62 0.43 -1.93
N 1.8358 -1.1444 -0.9952 -3.18 -2.34 1.75
N -0.7394 -0.1516 0.4120 -1.18 -0.62 -3.12
C 0.5081 -0.5572 0.9209 -1.56 0.24 3.32
H -1.4268 1.2234 1.5623 0.13 1.53 2.94
H 2.6354 -0.6586 -1.2274 2.81 1.88 -0.95
H -0.2802 -0.6504 2.7850 0.27 -0.09 -0.21
H -0.8821 -0.3538 -0.6367 0.48 -0.08 1.77
H 1.2895 -1.2044 2.7604 0.62 0.10 -0.19
H -2.2239 1.1787 0.2527 -2.98 -0.17 -1.59
H -0.7152 1.7818 0.0778 0.02 1.57 0.37
```
Forces are in eV/Å.

> Number 4 is which compound?

C4H11NO2S